ORCA calculation (ωB97M-V/def2-TZVPD) on a structure of composition C13H34F4HfN2O9S.

Structure (XYZ):
```
64
Properties=species:S:1:pos:R:3:mulliken_charge:R:1
Hf 0.4760 1.0460 -1.6494 1.33
F -0.7656 0.0852 -0.1615 -0.45
C -3.5852 2.8756 -0.7212 0.78
F -3.4723 2.0970 0.3430 -0.20
F -4.0262 2.1524 -1.7462 -0.22
F -4.4308 3.8575 -0.4681 -0.19
S -1.9547 3.7256 -1.1274 1.16
O -2.1798 4.3244 -2.4123 -0.65
O -1.6621 4.6370 -0.0673 -0.64
O -0.9681 2.5935 -1.1713 0.07
C -0.6360 -3.1051 1.8461 -1.07
C -2.0746 -3.1669 1.4078 0.00
C -3.0240 -2.4740 2.4002 -0.75
O -2.9970 -2.9683 3.7193 -0.39
C -3.4152 -4.3103 3.8709 -0.72
N -2.2516 -2.5152 0.1046 -0.57
H -0.1530 -2.1221 1.7702 0.13
H -0.0307 -3.6563 1.1099 0.39
H -0.4370 -3.5387 2.8266 0.45
H -2.3668 -4.2181 1.3529 0.49
H -4.0403 -2.5473 2.0045 0.46
H -2.6441 -1.4509 2.4637 0.23
H -2.7598 -5.0820 3.4598 0.28
H -4.4454 -4.4650 3.5352 0.33
H -3.4458 -4.4713 4.9486 0.28
H -1.8931 -3.1254 -0.6184 0.30
H -1.7676 -1.6252 0.1333 0.16
C 4.1551 0.5873 0.1728 -1.32
C 3.4536 -0.6812 -0.2522 0.21
C 3.5081 -1.7637 0.8363 -0.91
O 2.7730 -1.3048 1.9507 -0.35
C 2.6756 -2.3451 2.9258 -0.87
N 1.9615 -0.3710 -0.4232 -0.46
H 4.1644 1.3551 -0.6087 0.28
H 5.1653 0.4290 0.5419 0.45
H 3.5948 1.1340 0.9370 0.23
H 3.9563 -1.0123 -1.1610 0.47
H 4.5701 -1.8365 1.0901 0.50
H 3.1175 -2.7304 0.5041 0.42
H 2.3218 -1.9546 3.8762 0.29
H 3.7010 -2.6721 3.1275 0.36
H 2.0866 -3.2124 2.6270 0.33
H 1.6739 -0.5762 0.5522 0.19
H 1.7022 -1.2914 -0.8153 0.39
C 1.7587 3.3044 0.6067 -0.48
C 2.2357 3.7667 -0.7523 -0.64
O 1.3928 3.2631 -1.8223 -0.28
O 1.0417 2.0421 0.4601 -0.29
H 1.0629 3.9693 1.1193 0.45
H 2.6184 3.1608 1.2609 0.52
H 3.2300 3.3339 -0.8857 0.19
H 2.3745 4.8420 -0.8366 0.50
H 1.2591 4.0612 -2.3511 0.33
H 1.0621 1.6600 1.3479 0.26
C -1.9789 1.2264 -3.9273 -0.39
C -0.7004 1.3789 -4.7534 -0.64
O 0.3401 1.8611 -3.8587 -0.42
O -1.6396 0.5340 -2.6885 -0.46
H -2.6610 0.6208 -4.5243 0.60
H -2.4964 2.1680 -3.7472 0.20
H -0.8193 2.0329 -5.6133 0.50
H -0.4266 0.3754 -5.0847 0.31
H 1.0034 2.2652 -4.4363 0.28
H -2.2874 -0.1721 -2.5477 0.29
```

Values from the calculation:
Net charge: +2
Total energy, eV: -58437.17483



ORCA calculation (ωB97M-V/def2-TZVPD) on a cluster of 3 separate species, C13H34N4O5 in total.

Structure (XYZ):
```
56
Properties=species:S:1:pos:R:3:nbo_charge:R:1
C 4.7996 -4.6860 0.0169 -0.26
O 5.5569 -3.5449 -0.1185 -0.53
C 5.8997 -3.1584 1.1888 -0.08
C 7.0487 -2.0806 0.8512 -0.23
N 6.5498 -0.8113 0.2267 -0.64
C 6.2345 -0.8740 -1.2164 -0.24
C 6.3827 0.4521 -1.9169 -0.06
O 7.6139 1.0203 -1.7716 -0.54
C 7.5754 2.4044 -2.1612 -0.28
H 5.3466 -5.6101 0.2041 0.16
H 4.3339 -4.9990 -0.9176 0.19
H 4.0375 -4.6462 0.7951 0.17
H 6.2766 -4.0043 1.7636 0.18
H 5.1725 -2.5481 1.7244 0.18
H 7.8513 -2.4419 0.2082 0.18
H 7.5869 -1.8908 1.7799 0.19
H 7.3878 -0.2475 0.2315 0.36
H 5.2181 -1.2395 -1.3634 0.20
H 6.8477 -1.5741 -1.7839 0.17
H 5.5654 1.0569 -1.5240 0.16
H 6.1569 0.2891 -2.9707 0.16
H 7.4172 2.4428 -3.2390 0.17
H 8.3215 3.1949 -2.0806 0.21
H 6.8122 2.9685 -1.6251 0.17
C -4.4482 1.6199 -0.7932 -0.25
O -5.0088 0.3286 -0.4897 -0.56
C -5.7701 -0.2024 -1.5911 -0.09
C -6.7333 -1.3018 -1.1862 -0.24
N -7.7757 -0.9156 -0.1772 -0.63
C -8.8361 -0.0177 -0.6396 -0.24
C -9.3075 0.9280 0.5142 -0.06
O -8.1219 1.3797 1.1622 -0.58
C -8.2924 2.3299 2.3178 -0.25
H -5.2357 2.2317 -1.2333 0.17
H -3.5290 1.5117 -1.3689 0.17
H -4.0994 2.0927 0.1249 0.19
H -5.1118 -0.3520 -2.4468 0.17
H -6.4524 0.5596 -1.9680 0.15
H -6.0598 -2.0467 -0.7624 0.20
H -7.2843 -1.6392 -2.0640 0.19
H -7.2965 -0.4693 0.5918 0.38
H -9.6298 -0.7127 -0.9137 0.19
H -8.5506 0.5823 -1.5037 0.17
H -9.9420 0.5038 1.2923 0.17
H -9.7538 1.8074 0.0499 0.17
H -7.6823 3.2195 2.1615 0.19
H -7.8640 1.9007 3.2235 0.19
H -9.3348 2.6167 2.4566 0.18
N 3.4757 2.1834 2.2854 -0.80
C 2.2427 2.2180 2.1780 0.74
N 1.7837 1.0424 1.7880 -0.85
O 1.5547 3.2460 2.3740 -0.71
H 4.0985 1.4479 1.9834 0.40
H 3.8114 3.0156 2.7490 0.41
H 2.3615 0.2339 1.9685 0.40
H 0.7989 1.1855 1.6156 0.42
```

Values from the calculation:
Relative energy (zero: lowest compared OMol25 entry of this formula, charge and spin), kcal per mole: 6.8
Net charge: 0
Total energy, eV: -30225.28035
SMILES: COCCNCCOC.COCCNCCOC.NC(N)=O



ORCA calculation (ωB97M-V/def2-TZVPD) on a structure of composition C13H34N4O9SV.

Structure (XYZ):
```
62
Properties=species:S:1:pos:R:3:lowdin_spin:R:1
V -0.6947 -0.6196 0.1981 1.95
S -0.6891 -0.9697 2.8712 0.00
O -0.0914 -1.7470 1.7350 0.01
O -1.5598 -1.7797 3.6873 0.00
O 0.2542 -0.1961 3.6932 0.00
O -1.5223 -0.0037 1.9544 0.01
C -3.0276 -2.7207 -0.1278 0.00
O -1.9747 -2.2788 -0.7612 0.01
N -4.1112 -3.0489 -0.9555 0.00
N -3.2054 -2.7690 1.2344 0.00
H -3.9171 -2.9830 -1.9202 0.00
H -4.8906 -3.6738 -0.5716 0.00
H -2.4654 -2.6429 1.9129 0.00
H -4.0701 -3.2956 1.5566 0.00
C 5.0324 2.0100 2.4313 0.00
O 4.1548 1.6240 1.3580 0.00
C 3.4232 0.4463 1.7571 0.00
C 2.3618 0.0872 0.7949 0.00
N 1.0268 0.7408 0.9844 -0.01
C 0.9979 2.2591 1.0215 0.00
C 1.5187 2.8681 -0.2816 0.00
O 0.6678 2.6338 -1.4056 0.00
C -0.4508 3.5455 -1.4024 0.00
H 5.5088 2.9362 2.2083 0.00
H 5.7726 1.2264 2.6663 0.00
H 4.4182 2.0273 3.3413 0.00
H 3.0293 0.6056 2.7730 0.00
H 4.1639 -0.4102 1.7567 0.00
H 2.1928 -0.9521 0.8959 0.00
H 2.7538 0.2025 -0.2154 0.00
H 0.8130 0.5409 1.9736 0.00
H 1.7540 2.5433 1.6916 0.00
H -0.0015 2.5732 1.2898 0.00
H 2.4356 2.4516 -0.5183 0.00
H 1.6785 3.9374 -0.1889 0.00
H -0.7840 3.7611 -0.3786 0.00
H -1.2794 3.1238 -1.9722 0.00
H -0.2085 4.5439 -1.8062 0.00
C -2.9706 1.5139 0.4396 0.00
O -2.2043 0.6207 -0.3779 0.02
C -2.7256 0.4409 -1.7032 0.00
C -1.5271 -0.1104 -2.5954 0.00
N -0.2724 0.0606 -1.8613 -0.01
C 0.8949 -0.6223 -2.5620 0.00
C 0.8182 -2.0954 -2.1693 0.00
O 0.7593 -2.0928 -0.7695 0.01
C 0.7918 -3.4856 -0.2831 0.00
H -3.7414 0.9904 0.9668 0.00
H -3.4173 2.2891 -0.1926 0.00
H -2.2689 1.8024 1.2252 0.00
H -2.9183 1.4888 -2.0837 0.00
H -3.5321 -0.2704 -1.7562 0.00
H -1.4714 0.2439 -3.6273 0.00
H -1.7028 -1.1794 -2.6020 0.00
H -0.0206 1.0492 -1.8150 0.00
H 1.8555 -0.2310 -2.2378 0.00
H 0.7371 -0.5747 -3.6406 0.00
H 1.6138 -2.7502 -2.5702 0.00
H -0.1280 -2.4259 -2.5136 0.00
H 0.9100 -3.3696 0.7997 0.00
H 1.6398 -4.0105 -0.7473 0.00
H -0.1345 -3.8785 -0.6048 0.00
```

Values from the calculation:
Expectation value of S²: 2.013
Net charge: +1
Total energy, eV: -74939.13316
2S+1: 3



ORCA calculation (ωB97M-V/def2-TZVPD) on a structure of composition C13H34O10V.

Structure (XYZ):
```
58
Properties=species:S:1:pos:R:3:lowdin_spin:R:1
O 0.4847 -0.9844 -1.3176 0.01
V 1.2287 0.4033 -1.6449 0.92
O 0.6133 1.4412 -0.5904 0.00
C 3.3574 0.9664 -3.2100 0.01
O 2.8186 1.7700 -2.4855 0.01
O 2.7638 -0.1176 -3.3232 0.01
O 4.4116 1.1335 -3.7985 0.01
O -0.4480 0.8784 -3.2045 0.02
H -0.0660 1.6005 -3.7034 0.00
H -1.0547 0.4596 -3.8150 0.00
C 4.9579 -0.5953 1.0761 0.00
C 3.8603 -1.0769 0.0774 0.00
C 3.1834 -2.4053 0.4719 0.00
O 2.8488 -0.0840 -0.0251 0.00
H 5.3539 0.3865 0.8165 0.00
H 5.7193 -1.3729 1.1364 0.00
H 4.5840 -0.3549 2.0713 0.00
H 4.2094 -1.0216 -0.9537 0.00
H 2.4156 -2.2488 1.2296 0.00
H 3.8978 -3.1938 0.7086 0.00
H 2.7257 -2.7678 -0.4486 0.00
H 2.7772 0.2085 0.8865 0.00
C -4.2134 -1.0950 0.2468 0.00
C -4.2343 0.4530 0.0137 0.00
C -2.8893 1.0388 -0.5710 0.00
O -5.1705 0.4945 -1.0020 0.00
H -3.6636 -1.2616 1.1731 0.00
H -3.6268 -1.6584 -0.4789 0.00
H -5.1540 -1.5947 0.4784 0.00
H -4.5454 1.0137 0.8951 0.00
H -3.0776 2.0819 -0.8252 0.00
H -2.6318 0.4864 -1.4747 0.00
H -2.0856 0.9478 0.1597 0.00
H -6.0434 0.3163 -0.6442 0.00
C 0.1329 -4.6202 0.0859 0.00
C -0.4420 -3.8328 1.2069 0.00
C -1.8813 -4.1948 1.5266 0.00
O 0.3614 -3.8850 2.3722 0.00
H -0.4560 -4.5900 -0.8308 0.00
H 0.1440 -5.6498 0.4437 0.00
H 1.1652 -4.3656 -0.1540 0.00
H -0.4392 -2.8170 0.8116 0.00
H -2.6403 -4.0193 0.7642 0.00
H -2.1680 -3.6607 2.4325 0.00
H -1.8867 -5.2206 1.8951 0.00
H 0.1382 -3.0741 2.8350 0.00
C -1.2533 4.8463 -0.2816 0.00
C -0.1723 4.9485 0.8247 0.00
C -0.2774 3.9204 1.9802 0.00
O 1.0341 4.9169 0.0731 0.00
H -1.0468 5.5101 -1.1210 0.00
H -2.2410 4.9508 0.1674 0.00
H -1.2476 3.8395 -0.6993 0.00
H -0.3399 5.9310 1.2659 0.00
H -0.1202 2.8661 1.7521 0.00
H -1.2094 4.0017 2.5394 0.00
H 0.4574 4.2780 2.7015 0.00
H 1.0811 5.6731 -0.5164 0.00
```

Values from the calculation:
Expectation value of S²: 0.756
Net charge: -2
Total energy, eV: -60193.52019
2S+1: 2